73
Properties=species:S:1:pos:R:3:forces:R:3 method="wB97M-V/def2-TZVPD" total_charge=-1 spin_multiplicity=1 de_lowest_kcal_mol=21.6 homo_lumo_gap_ev=6.023 homo_ev=-4.73 largest_force_ha_per_bohr=0.0212
Au 1.218505 -3.088752 -1.743484 0.35 -0.24 -0.56
C 2.021152 3.018949 5.175396 -0.20 0.20 0.03
N 1.585691 1.648733 5.193414 0.29 -0.42 0.02
C 1.571352 0.751750 4.200839 -0.11 -0.38 0.15
N 1.012868 -0.361425 4.618933 -0.10 -0.44 -0.26
C 0.688976 -0.089918 5.904451 0.10 0.11 -0.35
N 1.015947 1.120498 6.291730 0.01 0.35 0.38
C 0.805002 3.901405 5.146516 -0.08 0.35 -0.15
C 0.452431 4.647130 6.259622 0.19 -0.15 -0.03
C -0.684075 5.434893 6.243494 -0.11 0.14 0.09
C -1.479244 5.482810 5.118116 -0.14 0.05 -0.09
C -1.143490 4.726086 3.995188 0.24 -0.41 0.01
C -0.000926 3.932094 4.009942 -0.07 0.13 0.20
C -2.008881 4.810557 2.825000 -0.17 -0.07 -0.61
N -2.813950 5.784921 2.571910 0.48 0.12 0.83
N -3.414457 5.518554 1.394397 -0.54 -0.16 -0.93
C -2.955718 4.392613 0.956001 0.07 0.03 0.60
O -2.035167 3.863640 1.824144 -0.23 0.43 0.14
C -3.412900 3.752555 -0.278882 0.31 -0.86 -0.16
C -4.051078 4.591795 -1.189954 0.09 0.25 0.29
C -4.532772 4.089549 -2.370834 -0.25 0.26 -0.26
C -4.402540 2.749592 -2.656702 0.05 -0.35 -0.12
C -3.789679 1.876246 -1.770201 0.43 0.02 0.19
C -3.727341 0.416860 -2.201208 -0.04 -0.03 0.28
N -2.404573 -0.161157 -2.293288 0.29 0.22 0.35
C -1.713760 -0.982893 -1.472745 0.12 0.08 -0.53
N -0.496752 -1.143840 -1.949006 -0.42 0.21 0.62
C -0.472327 -0.377149 -3.058055 -0.04 -0.08 0.09
N -1.602960 0.235640 -3.300897 -0.28 0.40 -0.43
C -3.270266 2.378510 -0.562989 -0.34 0.48 -0.38
H 2.638119 3.169440 4.288801 0.01 -0.06 0.04
H 2.618812 3.207598 6.066830 0.02 0.00 -0.06
H 1.977546 0.919700 3.217586 0.03 0.11 -0.03
H 0.200010 -0.793091 6.556551 0.02 -0.01 0.04
H 1.063767 4.588655 7.151132 0.02 0.02 0.01
H -0.953468 6.005714 7.122002 -0.03 0.02 -0.01
H -2.370388 6.094083 5.090469 0.00 0.00 -0.01
H 0.255595 3.337033 3.141659 0.00 0.00 -0.03
H -4.159166 5.639300 -0.946188 0.04 -0.01 0.00
H -5.012011 4.746199 -3.084435 0.00 0.04 0.01
H -4.765977 2.364717 -3.601239 -0.02 0.00 -0.01
H -4.145603 0.350671 -3.205087 -0.15 -0.09 0.12
H -4.318895 -0.201221 -1.523737 0.03 -0.06 -0.04
H -2.126265 -1.473576 -0.606241 -0.05 0.02 0.02
H 0.396965 -0.291870 -3.687390 0.05 0.02 -0.02
H -2.777430 1.724788 0.145719 0.04 -0.02 -0.01
O 5.092198 -4.384906 -8.161334 -0.01 -0.05 -0.17
C 4.936912 -3.063670 -7.877431 0.03 0.05 -0.12
O 5.250823 -2.253681 -8.711121 0.05 -0.03 0.04
C 4.402312 -2.731675 -6.542447 -0.11 -0.03 0.24
C 4.605045 -1.443789 -6.039994 0.07 -0.11 -0.18
C 4.151525 -1.087794 -4.789744 -0.05 -0.07 0.04
C 3.447204 -2.003592 -3.989720 0.00 -0.21 -0.01
S 2.926431 -1.537789 -2.402766 -0.31 0.00 0.49
C 3.214947 -3.284657 -4.510097 0.01 -0.02 -0.06
C 3.692757 -3.642260 -5.752318 0.08 0.08 -0.08
H 4.849450 -4.921858 -7.399939 0.02 0.06 0.10
H 5.142638 -0.738750 -6.660495 -0.01 0.04 0.02
H 4.328757 -0.090436 -4.409256 0.01 0.02 0.01
H 2.648542 -3.989780 -3.914991 0.03 -0.01 0.00
H 3.470356 -4.643805 -6.107086 -0.03 -0.01 -0.02
F 0.361897 -7.311353 3.612369 -0.01 0.01 -0.04
C 0.160971 -6.700540 2.435257 -0.02 0.13 -0.09
C -1.062306 -6.124575 2.141674 0.01 -0.07 0.12
F -2.049704 -6.175745 3.049908 -0.01 -0.02 -0.01
C -1.260229 -5.494473 0.928719 0.34 0.04 -0.26
F -2.463278 -4.950990 0.696481 -0.07 -0.03 0.09
C -0.257131 -5.390849 -0.044692 0.01 -0.52 0.76
S -0.579084 -4.650107 -1.572715 0.31 0.56 -0.32
C 0.970813 -5.978377 0.295293 -0.36 0.13 -0.09
F 1.985760 -5.933664 -0.566574 0.10 -0.11 0.01
C 1.180440 -6.615976 1.501930 -0.01 -0.03 0.14
F 2.371276 -7.163295 1.783809 0.01 -0.01 -0.02

67
Properties=species:S:1:pos:R:3:forces:R:3 method="wB97M-V/def2-TZVPD" total_charge=+2 spin_multiplicity=1 homo_lumo_gap_ev="5.466 / 5.467" homo_ev="-13.48 / -13.48" largest_force_ha_per_bohr=0.0257
Ce 0.057304 0.517648 0.877117 0.25 -0.58 0.28
Cl 1.022693 -4.379267 0.537018 0.00 -0.02 -0.01
C 2.251340 -3.195443 0.382631 0.15 -0.36 0.02
C 3.535193 -3.574784 -0.072339 -0.11 -0.10 0.02
C 4.536292 -2.656988 -0.179980 -0.03 0.10 0.03
Cl 6.097356 -3.146063 -0.701899 0.01 -0.01 -0.01
C 4.293441 -1.288835 0.131001 0.05 0.01 -0.02
C 5.257510 -0.266113 0.063598 -0.02 0.05 0.02
C 4.906341 1.021260 0.384085 -0.02 0.01 0.00
C 3.580245 1.299669 0.728356 0.02 -0.04 -0.02
N 2.643514 0.370371 0.795209 -0.19 -0.16 0.02
C 2.997033 -0.929243 0.545474 0.18 0.26 0.02
C 1.987774 -1.899694 0.727022 -0.30 0.23 0.13
O 0.800782 -1.483333 1.219260 -0.05 1.20 -0.55
H 3.722051 -4.609993 -0.320937 -0.04 -0.01 0.01
H 6.270262 -0.504556 -0.231533 0.00 -0.02 -0.01
H 5.630838 1.821937 0.358415 0.01 0.00 0.00
H 3.272466 2.315153 0.951579 0.02 0.00 0.01
O -2.286122 1.816302 -2.505900 0.03 0.00 -0.11
C -2.547418 1.973145 -1.355217 0.11 -0.08 0.27
N -1.725184 1.491073 -0.272157 -0.10 0.12 -0.07
C -2.324213 1.811870 0.878174 0.02 -0.17 0.21
O -1.756932 1.471394 1.976387 0.02 -0.11 -0.24
C -3.578189 2.538011 0.672147 0.00 0.01 0.05
C -4.505208 3.057090 1.553470 -0.04 0.02 -0.07
C -5.607100 3.697494 0.990582 0.00 0.00 -0.03
C -5.753949 3.801592 -0.390496 -0.01 0.00 0.03
C -4.808522 3.271562 -1.270069 0.00 0.00 0.04
C -3.722280 2.640653 -0.707693 -0.02 0.03 -0.11
H -4.389640 2.969557 2.624815 0.01 0.00 0.01
H -6.365622 4.120447 1.634699 0.00 0.00 0.00
H -6.624452 4.304861 -0.788891 0.00 0.00 0.00
H -4.923945 3.351275 -2.342198 0.00 0.00 -0.01
Br -5.283741 -4.176369 -0.207252 -0.09 -0.07 -0.02
C -3.873757 -2.997231 0.092188 0.07 0.06 0.01
C -3.574467 -2.574767 1.380370 0.06 -0.03 -0.02
C -2.524228 -1.695378 1.552338 -0.03 0.03 0.01
N -1.797282 -1.226479 0.533646 0.09 0.24 0.03
C -2.083954 -1.653745 -0.701585 -0.07 0.10 -0.03
C -3.112450 -2.530372 -0.973131 0.05 -0.06 0.05
H -4.142432 -2.920087 2.231516 0.00 -0.01 0.00
H -2.270780 -1.341127 2.545144 0.01 0.00 -0.01
H -1.487799 -1.255486 -1.516882 0.00 0.01 0.01
H -3.315126 -2.839176 -1.987957 0.00 -0.01 0.00
C 2.459988 4.270015 -1.239229 -0.04 -0.06 -0.01
C 1.819470 3.050658 -1.425221 0.06 0.04 0.07
N 0.966948 2.574244 -0.515468 -0.03 -0.45 0.10
C 0.754676 3.293294 0.578529 -0.25 -0.06 0.11
C 1.424574 4.447310 0.921196 0.14 0.00 -0.12
C 2.280456 4.965602 -0.052313 0.04 0.03 0.00
C 1.197468 5.041548 2.239145 -0.01 0.02 -0.02
C 1.051354 4.404024 3.404757 0.00 -0.09 0.01
C 1.210976 2.996559 3.862877 0.00 0.01 -0.11
C 1.642618 2.869606 5.180416 0.01 0.05 0.03
C 1.821894 1.610553 5.719715 0.01 -0.07 0.02
N 1.547212 0.505097 5.027165 -0.03 0.18 -0.05
C 1.130451 0.714750 3.797244 -0.07 -0.13 0.06
N 0.964670 1.870513 3.148259 -0.05 -0.09 -0.06
H 3.113217 4.649330 -2.011989 0.01 0.02 0.00
H 1.983882 2.451102 -2.310448 0.00 -0.01 0.00
H -0.027567 2.964341 1.262454 0.02 0.09 0.01
H 2.810433 5.893747 0.122878 0.00 0.00 -0.01
H 1.161811 6.124656 2.275700 0.00 0.00 -0.01
H 0.901437 5.057528 4.256338 0.00 0.00 0.01
H 1.839634 3.750982 5.773726 0.00 -0.01 0.01
H 2.176811 1.480020 6.734643 0.00 -0.02 0.00
H 0.863947 -0.195014 3.254799 0.17 -0.11 0.03

71
Properties=species:S:1:pos:R:3:forces:R:3 method="wB97M-V/def2-TZVPD" spin_multiplicity=1 homo_lumo_gap_ev=8.778 smiles="NCP(CON=O)C(F)(F)C(F)(F)C(F)(F)F.O=C1c2ccccc2C(=O)c2ccccc21.O=C1c2ccccc2C(=O)c2ccccc21" homo_ev=-9.66 largest_force_ha_per_bohr=0.0181
N -0.716644 -5.941840 5.947240 -0.33 0.29 -0.14
C -2.113848 -5.674164 6.275525 0.22 -0.05 0.19
P -3.021802 -4.945209 4.855340 -0.20 -0.58 -0.70
C -4.621129 -4.532058 5.663098 -0.02 0.11 0.37
O -5.676537 -4.895179 4.777248 0.02 0.11 -0.11
N -6.785323 -3.955817 4.876707 -0.57 0.02 -0.29
O -7.379963 -4.038136 5.866655 0.47 -0.06 0.05
C -2.326612 -3.224443 4.466883 0.28 -0.29 0.33
F -3.339908 -2.324200 4.385823 -0.06 0.04 -0.02
F -1.781674 -3.324354 3.225241 0.02 0.09 -0.06
C -1.220430 -2.579378 5.334653 0.26 0.54 -0.14
F -1.055905 -1.311180 4.862341 0.10 -0.31 0.06
F -0.052511 -3.231540 5.177878 -0.59 0.31 0.11
C -1.561609 -2.444981 6.863227 0.63 0.33 0.20
F -2.846121 -2.750479 7.100262 0.20 0.13 0.12
F -1.352894 -1.184797 7.283304 -0.13 -0.74 -0.13
F -0.782998 -3.265811 7.579947 -0.40 0.38 -0.11
H -0.340672 -6.601960 6.607048 0.21 -0.15 0.13
H -0.671163 -6.360543 5.027676 0.17 -0.13 -0.08
H -2.195523 -5.096231 7.187933 0.12 0.16 0.14
H -2.664745 -6.596348 6.468762 -0.39 -0.13 -0.08
H -4.679456 -3.473847 5.893801 0.00 0.17 -0.05
H -4.699910 -5.059711 6.608087 -0.01 -0.25 0.21
O -1.517932 -2.668045 -0.913450 0.00 0.00 0.00
C -1.475837 -1.523961 -1.312377 -0.01 -0.15 0.05
C -1.455780 -0.378810 -0.358142 0.02 0.07 -0.08
C -1.462131 -0.634415 1.007398 0.01 0.03 0.11
C -1.412911 0.416709 1.907121 0.01 0.06 -0.04
C -1.357640 1.728236 1.446158 -0.01 -0.07 0.01
C -1.367577 1.987380 0.086819 -0.04 0.05 0.17
C -1.417656 0.938264 -0.820405 0.00 -0.11 -0.05
C -1.434885 1.240662 -2.278487 0.00 0.16 -0.10
O -1.444198 2.385902 -2.682257 0.00 -0.01 0.09
C -1.430961 0.097903 -3.231269 0.02 -0.09 0.08
C -1.405095 0.358134 -4.595402 0.01 -0.01 -0.13
C -1.374612 -0.691995 -5.496092 0.00 -0.06 0.03
C -1.368622 -2.005610 -5.038298 0.00 0.06 -0.01
C -1.401032 -2.269868 -3.680021 0.00 -0.07 -0.12
C -1.434543 -1.220794 -2.771073 0.00 0.12 0.02
H -1.501347 -1.655229 1.358770 0.00 -0.05 -0.07
H -1.413583 0.215606 2.968971 0.00 -0.01 0.02
H -1.309299 2.548042 2.150921 -0.02 0.01 0.01
H -1.340023 3.004056 -0.276027 -0.07 0.01 -0.13
H -1.402668 1.381648 -4.943003 0.02 0.05 0.08
H -1.351678 -0.488732 -6.558195 0.00 0.00 -0.02
H -1.337619 -2.824271 -5.744672 -0.01 -0.01 -0.01
H -1.397855 -3.288173 -3.318136 -0.01 0.01 0.10
O 1.650570 3.657158 -4.981677 0.01 -0.01 0.00
C 2.706132 3.821904 -4.408003 -0.15 -0.01 -0.06
C 2.773713 3.882206 -2.920737 0.13 0.00 0.02
C 1.606389 3.725856 -2.183524 -0.09 0.00 0.04
C 1.659755 3.743923 -0.800715 0.19 0.05 -0.02
C 2.874950 3.918356 -0.146635 -0.04 -0.01 -0.05
C 4.038052 4.090041 -0.876688 -0.04 -0.01 0.12
C 3.992538 4.076305 -2.264859 -0.07 -0.02 -0.11
C 5.253221 4.276061 -3.032377 0.14 0.04 0.09
O 6.303144 4.494524 -2.465253 0.00 -0.01 -0.01
C 5.188860 4.196111 -4.519098 -0.11 -0.03 0.00
C 6.357184 4.345182 -5.255304 0.08 0.00 -0.11
C 6.320597 4.249182 -6.635216 -0.05 -0.01 -0.02
C 5.116354 4.003136 -7.286626 0.04 0.01 0.03
C 3.948007 3.863329 -6.558447 0.04 0.00 -0.13
C 3.977940 3.962432 -5.173523 0.07 0.01 0.09
H 0.661746 3.587348 -2.690995 0.02 -0.02 -0.09
H 0.754686 3.619345 -0.230037 -0.07 -0.02 0.07
H 2.912892 3.920457 0.934678 0.00 0.01 0.01
H 4.985447 4.231992 -0.376435 0.06 0.02 -0.08
H 7.289372 4.532835 -4.741797 -0.03 -0.01 0.10
H 7.231722 4.363556 -7.206966 0.01 0.00 -0.01
H 5.091335 3.922003 -8.365026 0.00 0.00 -0.02
H 3.008256 3.676326 -7.058266 -0.07 0.01 0.08